No. 1
# C25H31N3O5

A single C25H31N3O5 molecule (ωB97M-V/def2-TZVPD, the Open Molecules 2025 dataset).

```
! wB97M-V def2-TZVPD RIJCOSX def2/J DEFGRID3
* xyz 0 1
C 0.015 5.461 4.521
O 0.953 4.473 4.169
C 0.519 3.377 3.491
C 1.501 2.454 3.133
C 1.163 1.312 2.440
C -0.153 1.055 2.080
C -0.499 -0.166 1.262
C -1.048 0.291 -0.104
C -0.036 1.203 -0.797
O -0.244 2.402 -0.849
N 1.079 0.661 -1.333
C 1.500 -0.718 -1.376
C 2.840 -0.882 -0.655
N 3.833 -0.012 -1.253
C 5.143 -0.209 -0.675
C 3.400 1.371 -1.164
C 2.079 1.538 -1.910
C -1.540 -0.880 -0.900
C -1.572 -0.866 -2.291
C -2.069 -1.944 -3.002
O -2.125 -2.023 -4.356
C -1.671 -0.928 -5.112
C -2.569 -3.071 -2.303
O -3.034 -4.085 -3.079
C -3.586 -5.209 -2.436
C -2.565 -3.061 -0.924
C -2.054 -1.971 -0.215
C -2.143 -1.999 1.265
O -2.809 -2.839 1.851
N -1.470 -1.021 1.931
C -1.402 -1.100 3.373
C -1.126 1.973 2.446
C -0.804 3.120 3.147
H -0.477 5.880 3.638
H -0.741 5.071 5.210
H 0.585 6.243 5.021
H 2.523 2.659 3.409
H 1.940 0.608 2.175
H 0.424 -0.748 1.111
H -1.909 0.944 0.092
H 0.750 -1.376 -0.941
H 1.639 -1.002 -2.427
H 3.176 -1.917 -0.755
H 2.709 -0.664 0.422
H 5.858 0.429 -1.192
H 5.441 -1.248 -0.811
H 5.175 0.028 0.401
H 4.160 2.004 -1.626
H 3.266 1.692 -0.115
H 1.716 2.563 -1.832
H 2.222 1.273 -2.963
H -1.204 0.008 -2.804
H -0.607 -0.734 -4.942
H -2.243 -0.021 -4.892
H -1.825 -1.208 -6.153
H -3.905 -5.876 -3.235
H -4.450 -4.936 -1.822
H -2.845 -5.718 -1.811
H -2.962 -3.878 -0.344
H -2.003 -1.955 3.680
H -1.799 -0.194 3.832
H -0.369 -1.239 3.701
H -2.159 1.794 2.185
H -1.591 3.809 3.410
*
```

The LUMO energy is 0.70 eV. For the HOMO-LUMO gap, the calculation gives 8.867 eV. As for the structure (SMILES): COc1ccc([C@@H]2[C@@H](C(=O)N3CCN(C)CC3)c3cc(OC)c(OC)cc3C(=O)N2C)cc1.

No. 2
# C2H8N4O

A 2-piece molecular cluster, C2H8N4O overall at a distorted geometry (ωB97M-V/def2-TZVPD, the Open Molecules 2025 dataset).

```
! wB97M-V def2-TZVPD RIJCOSX def2/J DEFGRID3
* xyz 0 1
N -1.604 -0.605 1.612
C -1.241 0.148 0.708
C -0.796 0.517 -0.483
N -1.637 0.614 -1.621
N 0.435 1.215 -0.614
H -2.018 -0.235 2.467
H -1.126 0.381 -2.465
H -2.467 0.040 -1.546
H 0.337 2.113 -1.076
H 0.888 1.341 0.285
N 2.148 -1.370 0.208
O 1.414 -0.821 1.311
H 2.000 -0.725 -0.570
H 3.126 -1.320 0.488
H 0.542 -1.292 1.296
*
```

The LUMO energy is 0.85 eV. For the HOMO-LUMO gap, the calculation gives 8.271 eV. As for the structure (SMILES): N=C=C(N)N.NO.

No. 3
# C14H36AuO6S2Si2Te

C14H36AuO6S2Si2Te as an isolated structure at a distorted geometry (ωB97M-V/def2-TZVPD, the Open Molecules 2025 dataset).

```
! wB97M-V def2-TZVPD RIJCOSX def2/J DEFGRID3
* xyz 1 1
Au -2.405 -0.680 0.848
C -4.550 -1.500 -1.712
O -4.466 -1.405 -0.291
C -5.509 -0.666 0.322
C -5.253 0.815 0.216
O -3.993 1.095 0.835
C -3.532 2.426 0.590
C -2.034 2.482 0.812
O -1.304 1.602 -0.033
C -1.243 1.999 -1.395
H -5.462 -2.031 -1.992
H -3.678 -2.062 -2.035
H -4.542 -0.514 -2.182
H -5.518 -0.970 1.370
H -6.479 -0.912 -0.118
H -6.047 1.372 0.723
H -5.212 1.141 -0.828
H -4.025 3.121 1.276
H -3.800 2.717 -0.430
H -1.799 2.165 1.831
H -1.691 3.515 0.682
H -0.889 3.031 -1.481
H -2.212 1.907 -1.891
H -0.541 1.333 -1.894
O -1.120 -2.161 -1.134
S -0.712 -3.234 -0.243
O 0.729 -3.447 -0.267
O -1.556 -4.375 -0.141
S -0.857 -2.182 1.729
C 3.308 0.841 -2.662
Si 2.968 -0.977 -2.458
C 1.370 -1.458 -3.266
C 4.377 -2.017 -3.061
C 2.883 -1.318 -0.567
Te 1.044 -0.735 0.230
C 1.940 0.994 1.011
Si 2.458 0.719 2.844
C 3.174 -0.992 3.031
C 0.886 0.879 3.826
C 3.725 1.975 3.338
H 3.364 1.097 -3.721
H 4.258 1.124 -2.205
H 2.523 1.462 -2.221
H 1.470 -1.320 -4.345
H 0.511 -0.873 -2.932
H 1.131 -2.506 -3.078
H 4.522 -1.865 -4.132
H 4.172 -3.076 -2.898
H 5.313 -1.769 -2.558
H 3.661 -0.755 -0.052
H 3.004 -2.387 -0.391
H 1.188 1.783 0.979
H 2.785 1.196 0.358
H 2.517 -1.816 2.738
H 3.390 -1.142 4.092
H 4.111 -1.109 2.483
H 0.092 0.219 3.462
H 0.510 1.904 3.793
H 1.061 0.621 4.872
H 4.634 1.856 2.746
H 3.998 1.873 4.388
H 3.356 2.992 3.190
*
```

The LUMO energy (spin up / spin down) is -5.45 / -5.50 eV. For the HOMO-LUMO gap (spin up / spin down), the calculation gives 6.512 / 6.429 eV.

No. 4
# C6H14

A 2-piece molecular cluster, C6H14 overall at a distorted geometry (ωB97M-V/def2-TZVPD, the Open Molecules 2025 dataset).

```
! wB97M-V def2-TZVPD RIJCOSX def2/J DEFGRID3
* xyz 0 1
C 0.194 -2.002 -1.906
C -0.226 -0.579 -1.625
C -0.402 -0.218 -0.207
C 0.632 0.402 0.656
C 0.028 1.114 1.932
C -1.066 2.103 1.484
H 0.349 -2.351 -2.937
H 1.226 -2.165 -1.326
H -0.425 -2.779 -1.444
H 0.580 0.082 -1.941
H -1.189 -0.515 -2.147
H -1.048 -0.912 0.334
H 2.141 -2.048 -0.884
H 1.261 1.194 0.214
H 1.460 -0.211 1.012
H -0.381 0.300 2.527
H 0.880 1.640 2.360
H -1.310 1.714 0.483
H -0.717 3.126 1.353
H -1.988 2.103 2.062
*
```

The LUMO energy is -1.59 eV. For the HOMO-LUMO gap, the calculation gives 4.853 eV.

No. 5
# C3H4Cl2O4S2

A 2-piece molecular cluster, C3H4Cl2O4S2 overall at a distorted geometry (ωB97M-V/def2-TZVPD, the Open Molecules 2025 dataset).

```
! wB97M-V def2-TZVPD RIJCOSX def2/J DEFGRID3
* xyz 0 1
C 1.626 0.727 -0.387
C 1.849 -0.449 0.571
C -3.038 0.673 -0.241
O -0.111 -0.920 -1.036
O -0.856 0.860 0.470
O -2.790 0.744 -1.412
O 0.617 -2.833 0.739
S -0.162 0.627 -0.763
S 1.122 -1.959 -0.280
Cl -3.568 2.049 0.648
Cl -3.098 -0.862 0.608
H 2.151 1.589 0.134
H 2.103 0.417 -1.423
H 2.934 -0.568 0.842
H 1.221 -0.094 1.530
*
```

The LUMO energy is 0.16 eV. For the HOMO-LUMO gap, the calculation gives 10.003 eV.

No. 6
# CHF3LuO

CHF3LuO as an isolated structure at a distorted geometry (ωB97M-V/def2-TZVPD, the Open Molecules 2025 dataset).

```
! wB97M-V def2-TZVPD RIJCOSX def2/J DEFGRID3
* xyz 2 2
O 0.913 -0.668 1.607
Lu 0.166 0.638 2.952
H 0.456 -1.368 1.118
C -0.196 0.180 -1.244
F 0.087 1.448 -1.035
F 0.010 -0.142 -2.506
F -1.436 -0.088 -0.892
*
```

The LUMO energy (spin up / spin down) is -14.11 / -14.07 eV. The expectation value of S² is 0.750. For the HOMO-LUMO gap (spin up / spin down), the calculation gives 2.340 / 6.811 eV.

Sequential energy above the lowest of the compared OMol25 structures with the same formula, charge and spin output: 1.4433 4.3508 0.2066 7.4084 0.0000 0.0000 eV